[1]
C39H37F3N6O4SeSiTa | ωB97M-V/def2-TZVPD

Structure (ORCA input):
```
! wB97M-V def2-TZVPD RIJCOSX def2/J DEFGRID3
* xyz 1 1
Ta -0.026 0.676 0.239
O -3.425 1.429 -3.905
C -4.226 0.890 -2.977
C -5.492 0.468 -3.387
C -6.372 -0.098 -2.489
C -6.007 -0.273 -1.155
C -4.755 0.126 -0.742
C -3.850 0.717 -1.631
C -2.528 1.097 -1.133
O -2.164 0.826 0.090
N -1.694 1.696 -1.949
N -0.476 1.893 -1.351
C 0.285 2.888 -1.801
C 1.419 3.140 -1.032
C 2.320 4.201 -1.278
C 3.346 4.427 -0.409
C 3.505 3.562 0.691
C 2.644 2.515 0.843
N 1.587 2.287 0.028
H -2.602 1.732 -3.462
H -5.758 0.601 -4.427
H -7.353 -0.408 -2.825
H -6.699 -0.718 -0.453
H -4.443 -0.011 0.286
H -0.011 3.476 -2.658
H 2.160 4.821 -2.150
H 4.037 5.244 -0.566
H 4.316 3.697 1.391
H 2.809 1.798 1.636
O -2.307 -5.618 -2.738
C -1.591 -4.703 -3.538
C -1.352 -3.442 -2.756
C -0.952 -2.265 -3.373
C -0.713 -1.156 -2.588
N -0.894 -1.136 -1.269
C -1.343 -2.244 -0.672
C -1.539 -3.422 -1.382
C -1.647 -2.180 0.772
C -2.531 -3.092 1.335
C -2.814 -3.049 2.692
C -3.720 -4.083 3.316
O -3.203 -5.389 3.154
C -2.197 -2.060 3.442
C -1.351 -1.170 2.808
N -1.070 -1.213 1.506
H -2.527 -6.395 -3.258
H -2.136 -4.452 -4.454
H -0.620 -5.118 -3.836
H -0.818 -2.209 -4.445
H -0.381 -0.231 -3.037
H -1.825 -4.336 -0.887
H -3.018 -3.834 0.720
H -4.682 -4.081 2.803
H -3.895 -3.842 4.368
H -2.438 -5.513 3.724
H -2.379 -1.967 4.505
H -0.874 -0.398 3.389
F -1.113 3.832 6.463
C -0.807 2.541 6.288
F 0.221 2.239 7.088
F -1.866 1.814 6.689
C -0.497 2.245 4.848
C 0.598 1.471 4.492
C 0.793 1.174 3.161
N -0.027 1.604 2.177
C -1.072 2.378 2.539
C -1.344 2.708 3.846
H 1.281 1.095 5.240
H 1.610 0.529 2.860
H -1.706 2.723 1.733
H -2.196 3.328 4.086
Se 1.916 -0.870 0.079
C 2.786 0.665 -2.957
Si 3.526 -0.438 -1.620
C 3.894 -2.165 -2.264
C 4.973 0.464 -0.819
C 5.418 0.145 0.466
C 6.475 0.829 1.044
C 7.105 1.851 0.345
C 6.682 2.174 -0.936
C 5.629 1.481 -1.514
H 3.322 0.514 -3.899
H 2.868 1.714 -2.682
H 1.738 0.437 -3.135
H 4.662 -2.144 -3.039
H 2.994 -2.619 -2.681
H 4.238 -2.807 -1.451
H 4.928 -0.657 1.009
H 6.813 0.564 2.038
H 7.928 2.390 0.796
H 7.178 2.961 -1.490
H 5.321 1.730 -2.524
*
```

Output
E ... -141102.190 eV
E_HOMO (alpha / beta) ... -8.8 / -8.9 eV
LUMO level (alpha / beta) ... -3.50 / -3.54 eV
Relative energy (zero: lowest compared OMol25 entry of this formula, charge and spin) ... 0.572 eV



[2]
C39H37N2O15 | ωB97M-V/def2-TZVPD

Structure (ORCA input):
```
! wB97M-V def2-TZVPD RIJCOSX def2/J DEFGRID3
* xyz 1 1
C 8.098 1.127 -2.391
C 7.006 1.998 -1.580
O 7.067 3.240 -1.755
O 6.043 1.386 -0.673
C 4.747 1.483 -1.309
O 4.623 0.864 -2.390
C 3.613 2.393 -0.637
N 2.856 3.097 -1.728
C 1.421 2.655 -1.899
C 1.189 1.068 -1.828
C 0.034 0.519 -2.801
N 0.391 0.643 -4.264
C 2.796 4.586 -1.378
C 4.125 5.379 -1.762
O 4.596 6.152 -0.879
O 4.823 5.267 -2.985
H 7.840 1.132 -3.516
H 9.128 1.646 -2.324
H 8.217 0.071 -1.969
H 4.182 3.210 -0.049
H 2.965 1.854 0.128
H 3.341 3.044 -2.641
H 1.112 2.981 -2.966
H 0.748 3.246 -1.185
H 2.123 0.433 -1.994
H 0.836 0.835 -0.748
H -0.167 -0.579 -2.515
H -0.962 1.070 -2.615
H 1.311 1.110 -4.287
H -0.310 1.311 -4.641
H 2.576 4.667 -0.251
H 1.922 5.060 -1.959
H 5.125 6.195 -3.170
C 1.423 -3.108 2.669
C 1.301 -2.560 1.459
C 0.462 -1.364 1.240
O 0.349 -0.864 0.131
C -0.236 -0.796 2.413
C -0.115 -1.343 3.623
C 0.725 -2.541 3.842
O 0.837 -3.039 4.946
H 2.033 -3.985 2.847
H 1.805 -2.962 0.589
H -0.846 0.081 2.234
H -0.620 -0.941 4.492
C -4.047 1.781 0.054
C -3.156 2.083 -0.893
C -2.064 3.042 -0.641
O -1.250 3.317 -1.510
C -1.992 3.656 0.702
C -2.881 3.357 1.650
C -3.976 2.395 1.398
O -4.784 2.120 2.261
H -4.857 1.075 -0.118
H -3.193 1.642 -1.881
H -1.183 4.358 0.869
H -2.843 3.799 2.638
C -1.165 -5.895 -4.456
C -0.714 -5.737 -3.211
C -0.049 -4.486 -2.789
O 0.366 -4.341 -1.654
C 0.096 -3.415 -3.798
C -0.356 -3.572 -5.043
C -1.022 -4.825 -5.466
O -1.435 -4.967 -6.600
H -1.653 -6.805 -4.782
H -0.811 -6.511 -2.459
H 0.586 -2.506 -3.473
H -0.258 -2.799 -5.796
C -1.501 -1.242 7.509
C -0.946 -1.222 8.721
C -0.844 0.032 9.497
O -0.336 0.052 10.602
C -1.382 1.262 8.878
C -1.937 1.242 7.666
C -2.039 -0.012 6.890
O -2.548 -0.031 5.783
H -1.583 -2.151 6.926
H -0.548 -2.114 9.189
H -1.300 2.171 9.461
H -2.336 2.134 7.198
C -4.304 -1.537 -1.701
C -3.972 -2.657 -2.342
C -4.692 -3.924 -2.092
O -4.390 -4.946 -2.673
C -5.795 -3.899 -1.106
C -6.126 -2.777 -0.466
C -5.407 -1.512 -0.716
O -5.709 -0.485 -0.134
H -3.787 -0.601 -1.872
H -3.168 -2.693 -3.067
H -6.311 -4.835 -0.936
H -6.930 -2.741 0.259
*
```

Output
E ... -74720.346 eV
E_HOMO ... -11.8 eV
LUMO level ... -3.88 eV
Relative energy (zero: lowest compared OMol25 entry of this formula, charge and spin) ... 3.822 eV



[3]
C39H37N2P2RuSi | ωB97M-V/def2-TZVPD

Structure (ORCA input):
```
! wB97M-V def2-TZVPD RIJCOSX def2/J DEFGRID3
* xyz 0 2
Ru 0.079 -0.284 -0.478
C -0.029 2.967 -0.530
P -1.211 1.610 -0.943
C -1.411 1.716 -2.756
C -2.130 0.721 -3.422
C -2.294 0.771 -4.797
C -1.726 1.803 -5.531
C -0.984 2.778 -4.882
C -0.826 2.736 -3.505
C -2.809 2.186 -0.276
C -4.002 1.701 -0.813
C -5.225 2.132 -0.326
C -5.275 3.063 0.703
C -4.095 3.544 1.246
C -2.868 3.105 0.767
C 1.314 2.435 -0.889
C 2.425 2.986 -1.466
C 3.378 1.939 -1.627
C 2.806 0.795 -1.137
C 3.309 -0.608 -1.047
P 1.951 -1.702 -0.398
C 2.684 -2.205 1.199
C 3.187 -1.206 2.032
C 3.723 -1.526 3.267
C 3.756 -2.849 3.690
C 3.257 -3.847 2.867
C 2.725 -3.528 1.624
C 2.025 -3.227 -1.375
C 0.909 -4.062 -1.342
C 0.925 -5.280 -2.008
C 2.054 -5.670 -2.712
C 3.171 -4.846 -2.743
C 3.161 -3.633 -2.074
N 1.538 1.089 -0.664
H -0.104 3.127 0.547
H -0.275 3.907 -1.023
H -2.529 -0.125 -2.879
H -2.852 -0.012 -5.294
H -1.847 1.837 -6.606
H -0.520 3.576 -5.447
H -0.226 3.499 -3.029
H -3.986 0.979 -1.617
H -6.138 1.741 -0.755
H -6.230 3.408 1.080
H -4.119 4.263 2.056
H -1.968 3.484 1.234
H 2.551 4.017 -1.760
H 4.359 2.026 -2.065
H 4.149 -0.679 -0.353
H 3.663 -0.969 -2.012
H 3.144 -0.166 1.721
H 4.109 -0.742 3.905
H 4.171 -3.100 4.657
H 3.282 -4.880 3.188
H 2.343 -4.315 0.988
H 0.015 -3.751 -0.819
H 0.047 -5.911 -1.988
H 2.064 -6.615 -3.239
H 4.055 -5.150 -3.289
H 4.049 -3.016 -2.092
N -1.936 -2.348 -1.793
C -1.218 -1.593 -1.285
C -2.710 -1.211 1.493
Si -0.921 -0.655 1.657
C -0.119 -1.853 2.860
C -0.875 0.992 2.586
C -1.980 1.450 3.304
C -1.905 2.596 4.085
C -0.722 3.317 4.150
C 0.392 2.879 3.444
C 0.315 1.721 2.681
H -3.070 -1.612 2.445
H -2.813 -1.978 0.730
H -3.350 -0.370 1.209
H -0.111 -2.887 2.516
H -0.726 -1.801 3.770
H 0.898 -1.570 3.127
H -2.920 0.912 3.246
H -2.777 2.932 4.635
H -0.663 4.215 4.753
H 1.320 3.436 3.492
H 1.192 1.392 2.129
*
```

Output
E ... -73063.562 eV
E_HOMO (alpha / beta) ... -7.7 / -7.7 eV
LUMO level (alpha / beta) ... -0.18 / -0.98 eV
Relative energy (zero: lowest compared OMol25 entry of this formula, charge and spin) ... 0.000 eV